(1)
Entry from the OMol25 dataset: a single C2Cl2F2 molecule at a distorted geometry (the ωB97M-V functional and the def2-TZVPD basis).

Calculated values
2S+1	1
calculated total energy	-32551.441	eV
energy above the lowest of the compared OMol25 structures with the same formula, charge and spin	28.7	kcal/mol
Kohn-Sham gap	9.53	eV
LUMO	-0.29	eV
SMILES string	F/C(Cl)=C(/F)Cl

Geometry (Å):
F 0.593 1.711 -0.060
C 0.565 0.387 0.153
Cl 2.276 -0.323 -0.135
C -0.667 -0.294 0.250
F -0.555 -1.682 -0.056
Cl -2.211 0.201 -0.152

***

(2)
Entry from the OMol25 dataset: C30H35BaN4OSSe as an isolated structure at a distorted geometry (the ωB97M-V functional and the def2-TZVPD basis).

Calculated values
2S+1	1
calculated total energy	-116564.777	eV
energy above the lowest of the compared OMol25 structures with the same formula, charge and spin	0.0	kcal/mol
Kohn-Sham gap	6.45	eV
LUMO	2.41	eV
charge	-1

Geometry (Å):
Ba -1.115 -0.564 0.529
C -2.401 1.208 -2.247
N -1.831 1.645 -0.982
C -0.476 2.167 -1.187
C -2.607 2.574 -0.200
C -3.528 3.413 -0.805
C -4.157 4.438 -0.107
C -3.777 4.656 1.206
C -2.878 3.809 1.834
C -2.331 2.670 1.200
N -1.514 1.728 1.767
C -1.329 1.581 3.123
C -2.213 2.004 4.142
C -1.955 1.810 5.488
C -0.798 1.172 5.903
C 0.057 0.677 4.928
C -0.203 0.830 3.575
N 0.661 0.207 2.602
C 1.254 -1.062 3.016
C 1.693 1.112 2.100
H -2.454 2.012 -2.995
H -3.407 0.816 -2.091
H -1.773 0.414 -2.657
H -0.477 3.058 -1.829
H 0.151 1.405 -1.660
H -0.047 2.429 -0.221
H -3.747 3.289 -1.858
H -4.885 5.072 -0.596
H -4.184 5.495 1.759
H -2.586 4.037 2.848
H -3.153 2.452 3.860
H -2.678 2.155 6.217
H -0.580 1.033 6.953
H 0.942 0.132 5.231
H 2.103 -0.939 3.704
H 1.631 -1.572 2.125
H 0.496 -1.682 3.492
H 2.361 1.441 2.909
H 1.223 1.995 1.668
H 2.270 0.596 1.334
O -1.645 -2.556 1.737
N -1.609 -3.835 1.415
C -1.248 -4.713 2.375
C -1.176 -6.057 2.143
C -1.496 -6.525 0.863
C -1.872 -5.630 -0.101
C -1.946 -4.238 0.146
S -2.410 -3.122 -1.045
H -1.022 -4.246 3.321
H -0.872 -6.719 2.941
H -1.443 -7.582 0.634
H -2.123 -5.951 -1.101
C 4.547 0.587 -6.101
C 3.843 0.081 -4.868
C 3.118 -1.101 -4.881
C 2.471 -1.587 -3.748
C 1.698 -2.871 -3.841
C 2.553 -0.871 -2.541
Se 1.672 -1.561 -0.985
C 3.282 0.328 -2.516
C 3.425 1.125 -1.251
C 3.908 0.782 -3.672
H 4.269 0.000 -6.977
H 5.632 0.526 -5.987
H 4.297 1.631 -6.298
H 3.045 -1.667 -5.805
H 1.674 -3.233 -4.870
H 0.678 -2.741 -3.477
H 2.148 -3.636 -3.205
H 2.451 1.369 -0.825
H 3.975 2.049 -1.431
H 3.955 0.540 -0.497
H 4.466 1.713 -3.630

***

(3)
Entry from the OMol25 dataset: a single CH3ClN2O2 molecule at a distorted geometry (the ωB97M-V functional and the def2-TZVPD basis).

Calculated values
2S+1	1
calculated total energy	-20678.422	eV
energy above the lowest of the compared OMol25 structures with the same formula, charge and spin	58.6	kcal/mol
Kohn-Sham gap (alpha / beta)	9.47 / 9.47	eV
LUMO (alpha / beta)	0.04 / 0.04	eV
SMILES string	[O-]/[N+](CCl)=N\O

Geometry (Å):
O -0.780 -1.042 -1.158
N -0.214 -0.348 -0.219
C 0.999 -0.795 0.305
Cl 2.163 0.320 -0.532
N -0.572 0.812 0.189
O -1.762 1.201 -0.347
H 1.002 -0.427 1.327
H 1.230 -1.828 0.341
H -2.066 2.107 0.094

***

(4)
Entry from the OMol25 dataset: a 2-piece molecular cluster, C5H10NO overall at a distorted geometry (the ωB97M-V functional and the def2-TZVPD basis).

Calculated values
2S+1	1
calculated total energy	-8874.690	eV
energy above the lowest of the compared OMol25 structures with the same formula, charge and spin	89.7	kcal/mol
Kohn-Sham gap	9.54	eV
LUMO	-5.64	eV
charge	+1

Geometry (Å):
C -3.925 -1.431 0.042
C 0.053 -1.036 -0.509
C 2.367 -0.033 -0.134
C 0.149 1.338 0.273
C 0.910 0.086 -0.179
N -2.860 -0.993 0.116
O 0.915 2.471 0.544
H -4.781 -1.917 0.056
H 0.587 -1.237 -1.417
H -1.072 -0.931 -0.457
H 0.211 -1.790 0.189
H 2.716 -1.048 -0.404
H 2.491 0.017 0.956
H 2.954 0.817 -0.698
H -0.481 0.985 1.162
H -0.639 1.601 -0.550
H 0.405 3.099 1.011

***

(5)
Entry from the OMol25 dataset: C23H26CrN2O9P2S as an isolated structure (the ωB97M-V functional and the def2-TZVPD basis).

Calculated values
2S+1	5
calculated total energy	-103520.888	eV
energy above the lowest of the compared OMol25 structures with the same formula, charge and spin	0.0	kcal/mol
Kohn-Sham gap (alpha / beta)	8.01 / 8.23	eV
LUMO (alpha / beta)	0.35 / 0.31	eV
⟨S²⟩	6.02

Geometry (Å):
Cr 1.607 -0.649 0.543
C 5.356 -2.713 3.261
C 4.459 -1.577 2.802
O 4.807 -0.377 3.497
P 4.688 -1.151 1.044
O 6.168 -0.607 0.927
O 4.775 -2.475 0.189
O 3.665 -0.174 0.552
P 2.641 -1.894 2.936
O 2.500 -3.151 3.913
O 2.054 -0.633 3.441
O 2.218 -2.358 1.541
H 6.403 -2.461 3.092
H 5.126 -3.637 2.731
H 5.201 -2.875 4.326
H 3.964 0.071 3.693
H 6.336 0.052 1.617
H 3.884 -2.867 0.157
H 1.917 -3.827 3.546
C -0.335 4.365 -3.148
N -0.364 3.663 -1.869
N 0.819 3.013 -1.527
C 0.525 1.815 -0.919
O 1.422 1.112 -0.414
C -0.897 1.666 -0.985
C -1.382 2.774 -1.593
C -2.784 3.092 -1.977
C 2.012 3.761 -1.324
C 1.942 5.084 -0.907
C 3.113 5.803 -0.724
C 4.344 5.200 -0.936
C 4.402 3.872 -1.335
C 3.238 3.148 -1.540
H 0.491 5.071 -3.149
H -1.264 4.920 -3.255
H -0.219 3.669 -3.983
H -1.430 0.822 -0.583
H -3.453 2.360 -1.532
H -2.913 3.055 -3.061
H -3.070 4.086 -1.635
H 0.979 5.539 -0.718
H 3.060 6.835 -0.402
H 5.257 5.761 -0.784
H 5.358 3.392 -1.496
H 3.277 2.113 -1.846
C -8.519 -5.583 -0.544
C -7.163 -4.919 -0.512
O -6.130 -5.501 -0.688
S -7.281 -3.171 -0.171
C -5.575 -2.717 -0.043
C -5.039 -2.409 1.201
C -3.712 -2.029 1.312
C -2.893 -1.961 0.183
C -3.446 -2.280 -1.064
C -4.773 -2.650 -1.177
C -1.522 -1.564 0.289
C -0.356 -1.224 0.389
H -8.505 -6.376 -1.288
H -9.316 -4.873 -0.759
H -8.705 -6.030 0.434
H -5.664 -2.472 2.082
H -3.293 -1.787 2.279
H -2.815 -2.241 -1.942
H -5.190 -2.899 -2.144

***

(6)
Entry from the OMol25 dataset: a single C31H44N4O5 molecule (the ωB97M-V functional and the def2-TZVPD basis).

Calculated values
2S+1	1
calculated total energy	-49059.859	eV
energy above the lowest of the compared OMol25 structures with the same formula, charge and spin	16.7	kcal/mol
Kohn-Sham gap	9.05	eV
LUMO	0.70	eV
SMILES string	CCCCCCOc1ccc(N2C(=O)C[C@H](N3CCN(CC/N=C/C4C(=O)CC(C)(C)CC4=O)CC3)C2=O)cc1

Geometry (Å):
C -9.097 -1.928 0.866
C -7.787 -1.376 0.318
C -7.571 0.080 0.723
C -6.259 0.637 0.178
C -6.053 2.097 0.575
C -4.726 2.645 0.059
O -3.684 1.968 0.733
C -2.399 2.269 0.436
C -1.996 3.218 -0.501
C -0.650 3.448 -0.724
C 0.308 2.736 -0.020
N 1.687 2.966 -0.274
C 2.209 3.068 -1.556
O 1.587 2.887 -2.569
C 3.671 3.436 -1.423
C 4.013 3.118 0.029
N 4.712 1.842 0.144
C 3.899 0.694 -0.224
C 4.793 -0.549 -0.293
N 5.466 -0.827 0.960
C 4.625 -1.427 1.978
C 4.204 -2.855 1.589
N 2.965 -2.858 0.865
C 1.978 -3.492 1.317
C 0.644 -3.542 0.637
C 0.765 -4.185 -0.744
O 0.327 -5.285 -0.949
C 1.453 -3.330 -1.763
C 0.765 -1.962 -1.902
C 1.552 -1.094 -2.884
C -0.669 -2.140 -2.405
C 0.751 -1.287 -0.522
C 0.065 -2.133 0.503
O -0.854 -1.778 1.191
C 6.182 0.359 1.386
C 5.310 1.621 1.451
C 2.648 3.065 0.717
O 2.438 3.029 1.901
C -0.087 1.790 0.921
C -1.426 1.560 1.146
H -9.232 -2.965 0.566
H -9.105 -1.882 1.953
H -9.940 -1.351 0.494
H -7.790 -1.451 -0.772
H -6.955 -1.979 0.688
H -8.403 0.684 0.352
H -7.569 0.153 1.813
H -5.423 0.048 0.559
H -6.256 0.556 -0.912
H -6.862 2.712 0.174
H -6.062 2.184 1.662
H -4.662 3.724 0.256
H -4.647 2.479 -1.025
H -2.719 3.787 -1.064
H -0.349 4.181 -1.455
H 3.776 4.501 -1.634
H 4.286 2.888 -2.134
H 4.645 3.878 0.496
H 3.442 0.865 -1.200
H 3.092 0.522 0.510
H 4.200 -1.419 -0.573
H 5.566 -0.383 -1.049
H 3.719 -0.846 2.212
H 5.225 -1.488 2.890
H 4.975 -3.269 0.934
H 4.137 -3.475 2.496
H 2.033 -4.064 2.253
H -0.039 -4.145 1.244
H 1.466 -3.855 -2.719
H 2.479 -3.176 -1.419
H 2.592 -1.010 -2.578
H 1.126 -0.094 -2.938
H 1.524 -1.529 -3.880
H -0.675 -2.631 -3.375
H -1.253 -2.744 -1.714
H -1.154 -1.172 -2.506
H 0.258 -0.315 -0.576
H 1.784 -1.161 -0.191
H 6.637 0.175 2.361
H 6.979 0.529 0.656
H 5.938 2.479 1.698
H 4.546 1.515 2.237
H 0.651 1.242 1.484
H -1.743 0.816 1.857